C5H10N4S | the ωB97M-V functional and the def2-TZVPD basis

LUMO energy: -0.348 eV
M: 158.23 g mol⁻¹
Electronic energy: -813.5480 a.u.
Energy above the lowest of the compared OMol25 structures with the same formula, charge and spin: 90.1 kcal per mole
Highest occupied orbital energy: -8.87 eV
Kohn-Sham gap: 8.524 eV
SMILES: [H]/N=[N+](\[S-])[C@@H](C)C/C=C/N=N/[H]

Each line ends with the Löwdin charge.
Positions of all 20 atoms, in Å:
H 2.0803 -0.6250 3.3000  0.09
N 1.4057 -0.6579 2.4441  0.04
N 2.1031 -0.8966 1.4305  -0.80
S 3.6307 -1.2403 1.3689  0.61
C 1.2633 -0.8477 -0.0082  -0.28
C -0.2003 -1.4616 0.1784  -0.07
C 1.1660 0.6459 -0.4390  -0.17
C 0.0460 0.9942 -1.4041  -0.08
C -1.1343 1.5680 -1.1148  -0.22
N -2.0189 1.6642 -2.1127  -0.11
N -3.1977 1.9738 -1.7475  0.05
H -3.8838 1.8798 -2.5698  0.08
H 1.8435 -1.5123 -0.6860  0.11
H -0.2322 -2.6193 0.2825  0.10
H -0.5602 -1.0507 1.2161  0.09
H -0.8060 -1.0987 -0.6955  0.07
H 2.1092 0.8703 -0.9325  0.10
H 1.2303 1.2824 0.4591  0.12
H 0.3314 0.6062 -2.3559  0.11
H -1.5593 1.9791 -0.0867  0.16

Force components x, y, z for each atom (eV/Å):
H -1.250 -0.274 -1.769
N 0.779 0.518 1.389
N -3.721 0.351 -1.488
S 3.121 -0.570 -0.447
C -1.386 -1.124 1.137
C 0.755 -0.161 1.777
C 0.772 0.290 0.686
C 0.614 -0.251 1.949
C 1.174 0.795 3.259
N -4.198 0.190 -2.321
N 0.773 -0.674 -0.950
H 1.578 0.340 0.919
H -0.082 0.829 0.609
H 0.306 2.041 -0.416
H 0.222 -0.574 -2.192
H 0.373 -0.592 1.147
H 0.118 0.055 -0.279
H -0.660 -0.301 -0.166
H -0.744 0.173 -1.015
H 1.455 -1.062 -1.829

=====

C5H10NO | the ωB97M-V functional and the def2-TZVPD basis

LUMO energy: 3.723 eV
M: 100.14 g mol⁻¹
Electronic energy: -326.3521 a.u.
Energy above the lowest of the compared OMol25 structures with the same formula, charge and spin: 83.6 kcal per mole
Highest occupied orbital energy: -0.83 eV
Kohn-Sham gap: 4.549 eV
Net charge: -1

Each line ends with the Löwdin charge.
Positions of all 17 atoms, in Å:
C 0.6040 0.3086 0.8030  -0.30
C -0.2064 1.4871 0.3795  -0.23
C -1.4397 1.3816 -0.2634  -0.38
C -2.2046 2.3218 -0.9314  -0.19
N -0.0451 -1.0032 0.5659  0.03
C 0.7942 -2.0839 0.9393  -0.51
O 1.9387 -2.1207 1.2562  0.01
H 0.8993 0.3665 1.8651  0.09
H 1.6092 0.2603 0.3427  0.09
H 0.2544 2.4716 0.3128  0.05
H -1.8363 0.3649 -0.2167  0.06
H 1.8788 -2.3370 -1.9364  0.08
H -1.7834 3.3133 -1.0703  -0.02
H -3.0081 2.0091 -1.5877  -0.04
H 1.8426 -2.3232 -1.1947  0.03
H 0.1619 -2.9908 1.0016  0.13
H 0.5404 -1.4259 -0.2654  0.08

Force components x, y, z for each atom (eV/Å):
C 0.887 0.713 0.322
C -0.931 0.194 -0.667
C 0.420 -0.504 0.149
C 0.180 -0.001 0.058
N 2.193 -1.076 -0.658
C -2.509 -0.874 2.893
O 1.992 0.245 0.502
H -0.312 -0.404 0.200
H -0.090 0.214 -0.267
H 0.462 -0.222 0.209
H -0.201 0.049 -0.237
H -0.051 0.033 -0.020
H -0.137 0.127 -0.133
H -0.116 0.065 0.150
H 0.264 -0.108 -0.208
H 0.132 -0.265 -0.557
H -2.185 1.815 -1.734

=====

C5H10NO | the ωB97M-V functional and the def2-TZVPD basis

LUMO energy: 3.910 eV
M: 100.14 g mol⁻¹
Electronic energy: -326.4385 a.u.
Energy above the lowest of the compared OMol25 structures with the same formula, charge and spin: 29.4 kcal per mole
Highest occupied orbital energy: -2.18 eV
Kohn-Sham gap: 6.085 eV
SMILES: C=CCCNC[O-]
Net charge: -1

Each line ends with the Löwdin charge.
Positions of all 17 atoms, in Å:
C -2.1088 -0.0796 -1.3450  -0.04
C -1.0281 -0.8415 -1.5353  -0.21
C 0.4303 -0.5407 -1.2538  -0.21
C 0.5972 -0.5897 0.2954  -0.30
N 0.0672 0.5164 1.0211  -0.08
C 1.0690 1.1343 2.0531  -0.56
O 1.8765 0.2982 2.6904  -0.34
H -3.0885 -0.5371 -1.4050  0.03
H -2.0398 0.9563 -1.0284  0.04
H -1.3396 -1.8688 -1.7182  0.08
H 0.9916 -1.3930 -1.6350  0.09
H 0.7642 0.3877 -1.7049  0.10
H 1.6963 -0.6312 0.3466  0.10
H 0.2236 -1.5929 0.5825  0.11
H -0.2049 1.3129 0.4625  0.06
H 1.7454 1.8209 1.4668  0.07
H 0.3486 1.6477 2.7072  0.06

Force components x, y, z for each atom (eV/Å):
C 0.683 0.187 0.038
C -0.971 0.143 0.108
C -1.709 -0.818 0.524
C 1.439 0.056 -1.695
N 0.005 -0.067 1.080
C 1.153 -1.057 0.060
O -0.667 -0.334 -0.073
H -0.065 0.168 -0.067
H -0.092 -0.006 -0.125
H 0.664 -0.229 -0.200
H 0.316 0.194 -0.264
H 0.113 0.196 0.069
H -0.087 -0.062 0.842
H 0.005 0.492 0.320
H -0.051 -0.213 -0.543
H -0.706 0.620 -0.170
H -0.028 0.732 0.096

=====

C5H10NO | the ωB97M-V functional and the def2-TZVPD basis

LUMO energy (alpha / beta): 0.780 / 0.348 eV
M: 100.14 g mol⁻¹
Electronic energy: -326.3099 a.u.
Energy above the lowest of the compared OMol25 structures with the same formula, charge and spin: 68.6 kcal per mole
Highest occupied orbital energy (alpha / beta): -6.13 / -5.74 eV
2S+1: 2
Kohn-Sham gap (alpha / beta): 6.911 / 6.086 eV

Each line ends with the Löwdin charge.
Positions of all 17 atoms, in Å:
O -0.7583 -1.6829 -0.6558  0.01
C -1.5270 -1.3855 0.2298  -0.21
C -1.0647 -0.4405 1.3775  -0.17
C 0.3663 0.1122 1.3053  -0.26
C 0.8241 1.1309 0.2925  -0.24
C 1.5652 0.8139 -0.8816  -0.19
N 0.5614 0.3630 -1.9880  0.10
H -2.3782 -2.0116 0.5669  0.12
H -1.1575 -1.0572 2.2580  0.10
H -1.8103 0.3749 1.3212  0.12
H 0.9900 -0.7886 1.3039  0.10
H 0.5383 0.6063 2.2789  0.10
H 0.3757 2.1170 0.4212  0.06
H 2.5247 1.1127 -1.2725  0.04
H 0.9212 0.0117 -2.8793  0.13
H 0.0870 -0.4245 -1.5240  0.06
H -0.0580 1.1482 -2.1539  0.12

Force components x, y, z for each atom (eV/Å):
O -1.137 -0.227 -0.800
C 2.630 -0.140 2.737
C -0.947 0.723 -2.160
C -0.333 -0.419 0.205
C 0.238 -0.163 -0.846
C -0.849 -0.173 0.659
N 0.945 -0.917 -0.028
H -0.421 0.158 -0.993
H -0.512 -0.030 0.577
H 0.093 -0.168 0.758
H 0.335 0.305 -0.178
H -0.110 -0.347 -0.098
H 0.832 0.467 0.646
H -0.329 0.840 -0.310
H 0.211 0.124 0.059
H -0.470 0.158 -0.147
H -0.175 -0.191 -0.081

=====

C5H10NO | the ωB97M-V functional and the def2-TZVPD basis

LUMO energy: -3.244 eV
M: 100.14 g mol⁻¹
Electronic energy: -326.1323 a.u.
Energy above the lowest of the compared OMol25 structures with the same formula, charge and spin: 93.8 kcal per mole
Highest occupied orbital energy: -15.04 eV
Kohn-Sham gap: 11.794 eV
Net charge: +1

Each line ends with the Löwdin charge.
Positions of all 17 atoms, in Å:
C 0.0205 0.9429 0.0699  -0.11
C 0.0402 2.1040 0.7077  0.08
C -0.6788 0.7530 -1.6894  -0.02
C -0.0042 -1.2099 -0.9606  -0.18
C 0.3616 -1.1089 1.6059  0.03
N 0.5959 -0.4425 0.2648  -0.06
O 0.0075 -0.3907 -2.0102  -0.06
H 0.4940 2.2697 1.7439  0.11
H -0.6940 2.8343 0.2934  0.10
H -1.7518 0.7136 -1.7918  0.12
H -0.4639 1.6900 -2.1902  0.12
H 0.5421 -2.1258 -1.3423  0.18
H -0.9932 -1.7022 -0.5762  0.18
H -0.6997 -1.4588 1.7340  0.13
H 1.0470 -1.9072 1.6604  0.09
H 0.5775 -0.5403 2.5158  0.11
H 1.5993 -0.4211 -0.0350  0.21

Force components x, y, z for each atom (eV/Å):
C -1.875 -0.364 -3.849
C -0.423 -0.852 1.556
C 0.660 1.978 3.839
C -1.174 -4.156 0.731
C -1.130 0.145 0.276
N 0.432 1.232 -0.635
O -0.076 0.854 -1.004
H -0.585 -0.134 -1.713
H 1.160 -0.271 0.407
H -0.547 -0.808 0.770
H 1.165 -0.355 -0.406
H 0.247 1.073 1.277
H 1.124 1.653 -0.709
H 1.063 0.367 -0.677
H 0.524 -1.308 -0.144
H 0.084 0.806 -0.766
H -0.650 0.140 1.047

=====

C5H10NO | the ωB97M-V functional and the def2-TZVPD basis

LUMO energy: -3.728 eV
M: 100.14 g mol⁻¹
Electronic energy: -326.1545 a.u.
Energy above the lowest of the compared OMol25 structures with the same formula, charge and spin: 79.9 kcal per mole
Highest occupied orbital energy: -13.99 eV
Kohn-Sham gap: 10.260 eV
Net charge: +1

Each line ends with the Löwdin charge.
Positions of all 17 atoms, in Å:
C -1.1152 1.1052 -0.1170  -0.02
C 0.1719 1.2648 0.1950  -0.04
C -0.1526 -1.1370 0.3205  0.06
C -1.6192 -0.2182 -0.5346  -0.21
C 2.0912 -0.1004 -0.3862  0.04
N 0.8365 0.0233 0.4519  -0.18
O -2.8249 -0.6245 0.0412  -0.01
H -1.8588 1.9401 -0.1916  0.15
H 0.8106 2.1545 0.4828  0.17
H -0.2899 -1.7867 1.2040  0.13
H 0.2481 -1.7978 -0.4450  0.09
H -1.5136 -0.5871 -1.6317  0.18
H 1.9382 0.2298 -1.4814  0.15
H 2.6755 0.6564 0.1813  0.12
H 2.4619 -1.0768 -0.2478  0.09
H 1.1823 -0.0044 1.3521  0.14
H -3.0422 -0.0411 0.8065  0.13

Force components x, y, z for each atom (eV/Å):
C -0.495 2.119 -1.190
C -0.857 1.374 1.181
C -1.433 0.760 -2.676
C 2.111 -3.529 2.069
C -0.409 2.556 -0.327
N -0.794 -2.455 -2.634
O 0.529 1.109 -0.249
H 1.086 -0.501 -0.052
H -1.343 -0.920 -0.594
H -0.205 1.134 -0.005
H 0.030 0.086 -0.074
H -0.451 1.061 1.976
H 0.046 -0.743 1.923
H 0.604 -0.600 -1.136
H 0.636 -1.005 -0.133
H 0.729 0.234 2.666
H 0.216 -0.681 -0.744

=====

- The highest energy above the lowest of the compared OMol25 structures with the same formula, charge and spin belongs to which entry?
  number 5